(1)
N2O3 | ωB97M-V with the def2-TZVPD basis set

Geometry as XYZ:
```
5
Properties=species:S:1:pos:R:3
O 0.292 -0.369 -1.138
O -1.975 0.292 0.117
O 2.125 -0.200 0.106
N -1.408 0.347 1.115
N 0.967 -0.069 -0.200
```

Output
Electronic energy ... -335.0313 Ha
HOMO (spin up / spin down) ... -10.4 / -8.9 eV
Total charge ... 0
LUMO energy (spin up / spin down) ... -0.1 / -1.5 eV
Orbital gap (spin up / spin down) ... 10.293 / 7.373 eV


(2)
C19H25N4O9PbS2 | ωB97M-V with the def2-TZVPD basis set

Geometry as XYZ:
```
60
Properties=species:S:1:pos:R:3
Pb 0.046 -0.340 -0.256
S 0.991 -1.333 -2.755
S 2.562 -1.416 -1.379
O 0.222 0.467 4.432
O 2.002 -2.216 -0.273
O 3.751 -1.950 -1.995
O -2.190 0.937 -1.075
O 2.712 -0.019 -0.884
O -2.442 -1.120 -0.300
O 0.138 0.766 2.215
O -1.225 -3.240 6.170
O -0.268 -1.234 6.143
N -0.415 -1.896 1.881
N -0.827 -3.155 2.049
N 0.850 2.362 -1.360
N 0.669 3.980 -3.664
C -0.112 4.366 -2.428
C 1.717 2.119 -2.489
C -8.255 1.357 1.210
C -0.341 -1.372 3.092
C -4.277 0.372 -0.090
C -0.360 3.086 -1.646
C -5.033 0.218 -2.487
C -0.770 -2.299 5.553
C 2.007 3.375 -3.285
C -6.585 0.790 -0.592
C -3.429 0.405 2.280
C -0.706 -2.333 4.066
C -6.865 1.003 0.750
C -4.533 0.566 1.270
C -5.825 0.888 1.666
C 0.055 0.081 3.252
C -5.300 0.476 -1.027
C -1.024 -3.459 3.342
C -2.871 0.030 -0.522
H 0.776 4.766 -4.304
H -8.590 0.694 2.008
H -4.920 -0.852 -2.675
H 2.547 3.172 -4.209
H -3.756 0.714 3.273
H -1.033 4.846 -2.757
H -8.296 2.378 1.598
H 0.513 5.079 -1.889
H 1.325 2.601 -0.502
H -3.105 -0.636 2.330
H -1.355 -4.426 3.676
H -2.544 0.988 2.017
H -1.030 2.440 -2.225
H -6.024 1.043 2.722
H -5.855 0.585 -3.103
H 0.135 3.252 -4.150
H -0.949 -3.739 1.238
H -7.385 0.865 -1.322
H 2.525 4.140 -2.706
H -0.908 3.303 -0.732
H 0.091 -0.577 5.445
H 2.637 1.646 -2.147
H -8.971 1.284 0.391
H 1.247 1.368 -3.140
H -4.109 0.699 -2.806
```

Output
Electronic energy ... -2624.6081 Ha
HOMO ... -4.8 eV
Total charge ... -1
LUMO energy ... 0.7 eV
Orbital gap ... 5.504 eV


(3)
C3H7N3S | ωB97M-V with the def2-TZVPD basis set

Geometry as XYZ:
```
14
Properties=species:S:1:pos:R:3
S 2.105 -0.585 -0.486
N -1.412 -0.082 0.046
N -2.688 -0.206 -0.520
N 0.445 1.385 0.314
C 1.558 0.640 0.475
C -0.933 -1.223 0.802
C -0.719 1.077 -0.120
H 2.195 0.978 1.304
H -0.356 -0.868 1.622
H -3.298 0.502 -0.170
H -0.326 -1.870 0.176
H -1.801 -1.750 1.180
H -1.300 1.871 -0.585
H -2.649 -0.146 -1.573
```

Output
Electronic energy ... -680.9000 Ha
HOMO ... -8.2 eV
Total charge ... 0
LUMO energy ... 0.3 eV
Orbital gap ... 8.523 eV